The molecule C8H7BO2S at a distorted geometry. Source: the Open Molecules 2025 dataset; level of theory: ωB97M-V/def2-TZVPD.

ORCA input file:
```
! RIJCOSX wB97M-V def2-TZVPD def2/J DEFGRID3
* xyz 0 1
O 1.3181 1.5296 -3.5907
O 3.0273 0.5282 -2.1677
S -0.2453 1.9097 -0.3674
B 1.7343 0.9235 -2.4061
C 0.6842 0.6811 -1.2320
C 0.5509 -0.5466 -0.6907
C -1.9822 -0.2572 2.6121
C -1.4498 -1.5041 2.2833
C -1.6945 0.8413 1.8797
C -0.6662 -1.6631 1.2101
C -0.8503 0.7363 0.7647
C -0.3506 -0.5326 0.4398
H 1.7887 1.4577 -4.4488
H 3.6415 0.6684 -2.9123
H 1.1089 -1.4144 -1.0036
H -2.5974 -0.1758 3.4723
H -1.7398 -2.3450 2.8974
H -2.0110 1.8041 2.2218
H -0.2669 -2.6414 1.0382
*
```

Values from the calculation:
LUMO (eV): 0.20
ΔE to the lowest compared entry with this formula, charge and spin (kJ/mol): 19.2
Orbital gap (hartree): 0.3112
Structure (SMILES): OB(O)c1cc2ccccc2s1
Total energy (eV): -24019.04473
HOMO level (eV): -8.3